No. 1
Computed, not measured: a 4-piece molecular cluster, C4H4Cl12 overall at a distorted geometry, with ωB97M-V with the def2-TZVPD basis set.

Properties
HOMO-LUMO gap   11.135 eV
ΔE to the lowest compared entry with this formula, charge and spin   18.6 kcal/mol
E_tot   -5677.07156 a.u.
HOMO level   -10.98 eV
F_max   1.65 eV/A

Last column: Mulliken charge in e.
CARTESIAN COORDINATES (ANGSTROEM)
C -2.18581 -5.38716 -5.85389  0.042
Cl -1.63111 -6.85199 -5.05988  -0.094
Cl -3.77069 -4.84274 -5.20870  -0.118
Cl -2.53981 -5.57027 -7.66027  -0.135
H -1.45623 -4.58792 -5.72341  0.304
C -2.20571 -0.11681 -0.90650  0.052
Cl -1.61372 -1.75548 -1.42120  -0.134
Cl -3.94418 -0.12622 -1.01900  -0.098
Cl -1.44460 1.05725 -2.01227  -0.117
H -1.89100 0.03214 0.12639  0.297
C 4.13816 -0.62591 3.13463  0.040
Cl 4.99964 -2.12930 3.54098  -0.110
Cl 2.42318 -0.84550 3.53450  -0.108
Cl 4.37988 -0.38295 1.34944  -0.128
H 4.52212 0.26930 3.62379  0.307
C 0.46496 6.39157 3.86828  0.062
Cl -1.00488 7.29830 4.36616  -0.119
Cl 0.09082 4.89049 2.98256  -0.097
Cl 1.68423 6.21448 5.14811  -0.117
H 0.98466 7.06868 3.19038  0.272

Forces on atoms 1 to 2 (eV/Å):
C -1.30 0.27 -0.99
Cl -0.08 0.30 -0.40

No. 2
Computed, not measured: a 2-piece molecular cluster, C6H13NO4 overall at a distorted geometry, with ωB97M-V with the def2-TZVPD basis set.

Properties
HOMO-LUMO gap (alpha / beta)   8.193 / 8.403 eV
ΔE to the lowest compared entry with this formula, charge and spin   147.6 kcal/mol
E_tot   -591.89929 a.u.
HOMO level (alpha / beta)   -10.33 / -10.24 eV
F_max   2.12 eV/A

Last column: Mulliken charge in e.
CARTESIAN COORDINATES (ANGSTROEM)
C 1.70886 0.27246 3.57106  -1.240
C 1.71814 0.13613 2.05221  -0.309
C 0.33127 -0.25861 1.56138  -0.661
C 0.21328 -0.38352 0.07923  -0.678
C -1.20037 -0.61242 -0.39428  -0.119
C -1.11402 -0.70215 -1.92549  -0.318
O -0.94284 0.61353 -2.17925  -0.424
O -0.66319 0.27001 -4.75282  -0.325
N -1.09077 1.36253 -4.98647  0.723
O -1.53544 1.91829 -5.96528  -0.397
O -2.10743 0.45717 -0.03169  -0.570
H 2.70708 0.54452 3.92571  0.384
H 1.00511 1.05284 3.88416  0.313
H 1.41598 -0.67310 4.04097  0.313
H 2.01178 1.08496 1.58289  0.323
H 2.43086 -0.63474 1.73384  0.294
H 0.04389 -1.23647 1.96460  0.279
H -0.41557 0.48041 1.88856  0.339
H 0.55360 0.53581 -0.43243  0.300
H 0.83571 -1.18718 -0.33421  0.297
H -1.65056 -1.43988 0.11846  0.489
H -0.18186 -1.30022 -2.16187  0.286
H -2.04063 -1.25982 -2.35201  0.307
H -2.03288 0.95946 -0.88727  0.396

Forces on atoms 1 to 2 (eV/Å):
C 0.36 0.09 -0.07
C -0.42 -0.15 0.06

No. 3
Computed, not measured: a 2-piece molecular cluster, C2H4N4O2 overall at a distorted geometry, with ωB97M-V with the def2-TZVPD basis set.

Properties
HOMO-LUMO gap   7.991 eV
ΔE to the lowest compared entry with this formula, charge and spin   222.1 kcal/mol
E_tot   -447.74846 a.u.
HOMO level   -9.06 eV
F_max   9.08 eV/A

Last column: Mulliken charge in e.
CARTESIAN COORDINATES (ANGSTROEM)
C 0.11224 1.03170 -0.06303  0.635
C 0.08206 -0.07918 0.64242  0.311
H 0.61491 -3.16771 -0.40382  0.298
H -0.97240 -2.26817 0.63246  0.358
H 0.75464 2.66407 1.09042  0.410
H -1.35911 0.91163 1.70668  0.343
N -0.25785 -2.26445 -0.32057  -0.567
N 0.60393 -1.03060 -0.12174  0.085
N 0.23665 0.87498 -1.29307  -0.361
N -0.61711 -0.03902 1.79173  -0.765
O 0.44318 -0.45220 -1.40842  -0.110
O -0.43858 2.12203 0.54637  -0.637

Forces on atoms 1 to 2 (eV/Å):
C -1.99 6.75 -1.01
C -3.59 -2.18 8.05

No. 4
Computed, not measured: C20H31Br4N4O3PSTeTi as an isolated structure, with ωB97M-V with the def2-TZVPD basis set.

Properties
HOMO-LUMO gap (alpha / beta)   6.479 / 6.698 eV
ΔE to the lowest compared entry with this formula, charge and spin   32.5 kcal/mol
E_tot   -13378.44029 a.u.
<S²>   0.75
Total charge   +1
Spin multiplicity   2
HOMO level (alpha / beta)   -9.78 / -9.99 eV
F_max   0.95 eV/A

Last column: Mulliken charge in e.
CARTESIAN COORDINATES (ANGSTROEM)
Ti -0.01925 -0.39435 -0.44669  -0.266
Br 0.64933 0.20851 -7.17405  -0.148
C 0.61947 -0.52645 -5.44779  0.257
C 0.43859 -1.89244 -5.25561  0.346
Br 0.27532 -3.05943 -6.71355  -0.143
C 0.35629 -2.40452 -3.95389  0.216
Br 0.04732 -4.22006 -3.57621  -0.094
C 0.45171 -1.55546 -2.86824  -0.076
O 0.28844 -1.91918 -1.58704  -0.469
C 0.71601 -0.18636 -3.05245  0.051
O 0.83737 0.51241 -1.91498  -0.767
C 0.76115 0.31778 -4.33930  0.004
Br 1.01593 2.17703 -4.48670  -0.164
S 1.81696 -1.80326 1.01116  -0.497
C 3.01378 -0.80585 0.26930  0.700
N 3.38502 -1.07910 -0.97372  -0.099
C 4.23377 -0.22083 -1.80094  -0.668
C 4.20944 1.18270 -1.22747  -0.405
C 4.54435 1.12443 0.25332  -0.735
N 3.60374 0.20827 0.90248  -0.116
H 2.87653 -1.83767 -1.40596  0.163
H 3.83954 -0.23739 -2.81661  0.313
H 5.24923 -0.62204 -1.82071  0.414
H 3.20911 1.59917 -1.36085  0.070
H 4.91964 1.81722 -1.75519  0.473
H 4.44124 2.10185 0.72013  0.418
H 5.56985 0.78234 0.41218  0.300
H 3.35744 0.31488 1.87218  0.226
C -3.18022 4.83898 2.35032  -1.053
Te -1.69463 3.47924 1.69764  0.318
C -2.76116 1.77878 2.41733  -0.708
H -4.13508 4.52584 1.93815  0.322
H -2.92508 5.82462 1.96904  0.323
H -3.21034 4.86214 3.43509  0.342
H -2.46827 1.53838 3.43631  0.403
H -2.56808 0.92704 1.76591  -0.351
H -3.82136 2.02097 2.39028  0.529
O 0.00077 0.78841 1.12438  -0.039
N 0.21626 0.67748 2.42618  0.949
C -0.28828 -0.35559 3.10405  0.013
C -0.04659 -0.46734 4.45860  -1.074
C 0.71885 0.49660 5.09223  -0.403
C 1.21545 1.56223 4.36066  -0.984
C 0.94748 1.63490 3.00842  -0.273
H -0.86491 -1.05771 2.52136  0.210
H -0.45239 -1.31497 4.99052  0.506
H 0.92581 0.42085 6.15086  0.440
H 1.80022 2.34667 4.81735  0.510
H 1.28171 2.42134 2.34987  0.666
C -3.64418 -1.58839 0.89141  -1.441
P -2.14135 -1.91836 -0.09685  1.485
C -2.87603 -2.08115 -1.75406  -1.062
C -1.73851 -3.63353 0.34282  -1.405
H -4.39252 -2.35956 0.70160  0.497
H -4.07268 -0.62095 0.62459  0.356
H -3.42566 -1.57713 1.96063  0.376
H -3.55414 -2.93626 -1.76817  0.466
H -2.11129 -2.22911 -2.51460  0.170
H -3.45041 -1.18496 -1.99499  0.322
H -2.58902 -4.29432 0.16759  0.467
H -1.45673 -3.69664 1.39498  0.344
H -0.89167 -3.95228 -0.26530  0.290
N -1.62367 1.14584 -1.14049  -0.450
H -1.06152 1.99566 -1.13564  0.261
H -2.44012 1.36653 -0.57696  0.156
H -1.92795 1.03351 -2.10397  0.218

Forces on atoms 1 to 2 (eV/Å):
Ti 0.03 -0.25 0.30
Br 0.03 0.02 -0.08

No. 5
Computed, not measured: one molecule with the formula C5H14N2 at a distorted geometry, with ωB97M-V with the def2-TZVPD basis set.

Properties
HOMO-LUMO gap   9.940 eV
ΔE to the lowest compared entry with this formula, charge and spin   15.2 kcal/mol
E_tot   -308.39882 a.u.
HOMO level   -8.94 eV
F_max   2.22 eV/A

Last column: Mulliken charge in e.
CARTESIAN COORDINATES (ANGSTROEM)
N 1.54613 1.24699 0.56611  -0.754
C 0.79147 0.03921 0.10970  0.150
C -0.03187 0.37411 -1.11013  0.367
C -1.32001 1.14288 -0.78883  -1.537
C -0.45464 -0.83780 -2.00498  -1.374
C -0.04627 -0.51679 1.27494  -0.797
N 0.82414 -1.27427 2.18643  -0.563
H 2.10152 0.99654 1.38094  0.299
H 0.91506 1.96860 0.91467  0.246
H 1.66089 -0.60650 -0.05731  0.366
H 0.53354 0.99793 -1.80814  0.356
H -1.06858 2.03120 -0.19556  0.352
H -1.89084 1.43411 -1.64755  0.453
H -1.94975 0.62853 -0.05643  0.297
H -1.32902 -0.54053 -2.57602  0.395
H 0.40195 -1.15180 -2.60516  0.342
H -0.74800 -1.70119 -1.40068  0.301
H -0.48250 0.30240 1.84978  0.406
H -0.93507 -1.05984 0.96255  0.295
H 0.57352 -1.25623 3.15043  0.206
H 0.90832 -2.21755 1.85523  0.194

Forces on atoms 1 to 2 (eV/Å):
N -0.35 0.24 0.06
C 0.73 1.09 1.21

No. 6
Computed, not measured: C14H7Br5FeIN2O2S as an isolated structure at a distorted geometry, with ωB97M-V with the def2-TZVPD basis set.

Properties
HOMO-LUMO gap (alpha / beta)   6.212 / 6.294 eV
E_tot   -15627.54478 a.u.
<S²>   6.01
Total charge   -1
Spin multiplicity   5
HOMO level (alpha / beta)   -4.10 / -4.19 eV
F_max   1.07 eV/A

Last column: Mulliken charge in e.
CARTESIAN COORDINATES (ANGSTROEM)
Fe 0.33725 0.19692 -0.30082  0.465
Br -6.63722 -0.62960 -0.30605  -0.210
C -4.84525 -0.30564 -0.83351  0.169
C -4.55514 0.16900 -2.10029  0.082
Br -5.94080 0.54378 -3.33712  -0.208
C -3.21180 0.38187 -2.46640  -0.126
Br -2.73085 1.07953 -4.16175  -0.167
C -2.16201 0.11486 -1.59842  0.380
O -0.89946 0.27863 -1.88024  -0.958
C -2.46308 -0.34507 -0.27370  0.597
O -1.45914 -0.51948 0.53041  -0.685
C -3.79418 -0.55121 0.06814  -0.144
Br -4.10540 -1.14984 1.84234  -0.200
Br -0.74322 -1.38225 5.23693  -0.190
C 0.58940 -1.14494 3.91551  -0.264
C 1.92435 -1.14800 4.27262  -0.122
C 2.85856 -0.96797 3.26841  -0.722
C 2.42093 -0.79158 1.96511  0.037
N 1.13053 -0.79401 1.63233  -0.018
C 0.21466 -0.97097 2.59267  0.025
H 2.21808 -1.29027 5.30411  0.440
H 3.91781 -0.96231 3.48673  0.386
H 3.11750 -0.63198 1.15126  0.197
H -0.82310 -0.96335 2.27147  0.474
I 2.62477 0.78905 -1.28841  -0.479
S -0.52490 4.19643 2.07579  -0.179
C -0.98937 4.27561 0.42785  -0.197
C -0.72148 3.09709 -0.18139  -0.787
N -0.15964 2.14734 0.63794  0.403
C -0.00240 2.58631 1.84597  -0.158
H -1.43258 5.16289 0.00841  0.429
H -0.91155 2.84627 -1.21617  0.424
H 0.41484 1.99920 2.65236  0.306

Forces on atoms 1 to 2 (eV/Å):
Fe -0.97 -0.38 0.25
Br 0.05 0.01 0.00

No. 7
Computed, not measured: CH5BrN2 as an isolated structure at a distorted geometry, with ωB97M-V with the def2-TZVPD basis set.

Properties
HOMO-LUMO gap (alpha / beta)   9.819 / 7.375 eV
ΔE to the lowest compared entry with this formula, charge and spin   85.3 kcal/mol
E_tot   -2724.42056 a.u.
HOMO level (alpha / beta)   -9.64 / -8.80 eV
F_max   3.59 eV/A

Last column: Mulliken charge in e.
CARTESIAN COORDINATES (ANGSTROEM)
C 0.75722 0.57100 -0.93914  -0.050
N -0.24445 1.38859 -0.59689  -0.489
N -1.30766 -0.91555 1.68119  -0.390
Br 0.08829 -1.77713 1.07791  0.050
H 0.50762 -0.11027 -1.84424  0.259
H 1.71754 1.07989 -1.15633  0.277
H 0.63692 -0.26176 -0.12060  -0.191
H -1.11464 0.89936 -0.76127  0.273
H -1.04083 -0.87412 2.65938  0.261

Forces on atoms 1 to 2 (eV/Å):
C 0.85 -2.95 -1.87
N -1.83 2.23 0.54

No. 8
Computed, not measured: a 7-piece molecular cluster, C20H31BrCl24NO2P overall at a distorted geometry, with ωB97M-V with the def2-TZVPD basis set.

Properties
HOMO-LUMO gap   8.736 eV
E_tot   -14945.75295 a.u.
HOMO level   -8.88 eV
F_max   2.74 eV/A

Last column: Mulliken charge in e.
CARTESIAN COORDINATES (ANGSTROEM)
C 3.36624 -2.41847 1.10942  -0.441
O 4.25606 -1.53795 0.43828  -0.459
C 3.89268 -0.17386 0.48439  -1.058
C 2.69967 0.16798 -0.42185  2.220
C 3.10128 0.20141 -1.90290  -1.194
C 1.92088 0.47604 -2.84599  -0.613
C 1.18487 1.81901 -2.62753  0.247
C -0.32755 1.60124 -2.46535  0.315
C -1.17932 2.86527 -2.26202  -1.354
P -0.51358 4.04445 -1.02558  0.330
Br -0.43566 5.88420 -2.67232  -0.540
C -0.44852 2.82806 0.41966  0.202
C -1.74793 2.08980 0.80242  -1.272
C -1.60855 0.55112 0.83997  1.167
C -2.71553 -0.18850 0.09219  -0.929
N -2.77031 -1.58951 0.53786  -0.113
C -1.66065 -2.41151 0.13243  0.333
C -1.02463 -2.20230 -1.23417  -0.231
O -1.24711 -3.30663 0.88120  -0.427
H 3.93480 -3.02460 1.82301  0.291
H 2.87798 -3.08578 0.38955  0.236
H 2.59328 -1.87263 1.66562  0.158
H 3.70298 0.14968 1.52042  0.337
H 4.76397 0.39502 0.13243  0.445
H 2.31480 1.14175 -0.09408  -0.469
H 1.92833 -0.60509 -0.30652  -0.893
H 3.92496 0.90476 -2.07856  0.280
H 3.47392 -0.80510 -2.14352  0.413
H 1.20437 -0.34526 -2.67901  0.039
H 2.24090 0.39050 -3.88979  0.431
H 1.31545 2.42760 -3.53163  0.495
H 1.59837 2.34883 -1.76547  -0.424
H -0.52246 0.83246 -1.70884  -0.695
H -0.67182 1.17989 -3.42067  0.614
H -1.22737 3.39581 -3.21915  0.764
H -2.21662 2.62365 -2.00143  0.394
H -1.33644 4.90417 -0.30042  0.217
H 0.85211 4.24140 -0.90004  -0.139
H 0.36932 2.12160 0.23736  -0.806
H -0.13572 3.43994 1.27774  0.680
H -2.02116 2.40805 1.81630  0.388
H -2.59174 2.37692 0.16417  0.458
H -1.58988 0.18670 1.87300  0.214
H -0.63570 0.26282 0.40979  -0.591
H -2.59008 -0.08915 -0.99577  0.207
H -3.68259 0.26065 0.35006  0.562
H -3.62437 -2.02038 0.19371  0.124
H -1.08131 -3.15914 -1.76786  0.531
H 0.03663 -1.95871 -1.09767  -0.370
H -1.49890 -1.43454 -1.84755  0.117
C 0.45594 -1.35223 4.67254  0.220
Cl 1.40711 -2.79668 5.03386  -0.106
Cl 1.53562 -0.07297 4.08423  -0.101
Cl -0.73598 -1.72175 3.43306  -0.039
Cl -0.34580 -0.79037 6.14136  -0.033
C -6.61946 -2.86671 -1.66554  0.305
Cl -6.34044 -1.12216 -1.75720  -0.092
Cl -8.00862 -3.19365 -0.63564  -0.093
Cl -6.91837 -3.50985 -3.27905  -0.083
Cl -5.18690 -3.64618 -0.97498  -0.073
C 0.60485 1.25882 9.79364  0.367
Cl 1.91616 1.05471 8.63008  -0.082
Cl 0.52587 2.94577 10.30623  -0.094
Cl -0.92675 0.80506 9.03603  -0.102
Cl 0.89263 0.22751 11.19617  -0.094
C -2.60680 -1.49497 -6.09863  0.285
Cl -2.57585 0.23941 -6.43727  -0.096
Cl -3.79033 -1.83040 -4.82881  -0.022
Cl -3.06101 -2.36557 -7.56108  -0.104
Cl -1.00805 -2.02822 -5.56742  -0.077
C 0.58317 -6.42065 0.24181  0.255
Cl 0.86497 -5.69054 -1.34792  -0.104
Cl -1.14384 -6.71993 0.44784  -0.088
Cl 1.46074 -7.95179 0.33854  -0.109
Cl 1.15111 -5.32632 1.49486  -0.026
C 4.28949 5.62278 -0.21807  0.285
Cl 3.30918 4.15067 -0.08813  0.018
Cl 3.55598 6.89182 0.76192  -0.106
Cl 5.91962 5.28398 0.36564  -0.109
Cl 4.34747 6.12877 -1.90344  -0.093

Forces on atoms 1 to 2 (eV/Å):
C -0.04 0.04 -0.01
O 0.04 0.05 0.04